1.
Molecular formula: C6H9ClN
Method: DFT, the ωB97M-V functional and the def2-TZVPD basis

```
17
Properties=species:S:1:pos:R:3:forces:R:3
C 0.39436 0.57803 0.01510 0.0 -1.1 1.2
C 1.11247 -0.55830 0.58870 -1.6 -1.1 -0.1
C -0.86569 -0.57667 -1.43546 1.0 0.1 0.7
C 2.42476 -0.40660 0.67399 1.1 1.2 -1.0
C 0.26303 -1.77376 1.01348 -1.7 3.0 -1.0
C -1.56448 1.82860 -0.69893 -2.1 -0.2 2.0
N -0.69466 0.63974 -0.68895 -0.1 -1.0 -1.8
Cl -2.20374 -0.68690 -2.34661 -0.9 0.4 -0.5
H 0.60702 1.49012 0.45209 1.1 2.1 0.6
H 2.80217 0.52655 0.20585 0.2 -0.6 0.7
H 3.16133 -1.15141 0.97185 -0.4 0.1 0.1
H -0.62972 -1.68875 0.33356 0.6 -0.5 1.3
H -0.00403 -1.79849 2.06318 0.0 0.4 0.1
H 0.69071 -2.66168 0.76703 1.6 -2.5 -0.7
H -1.10137 2.84202 -0.63375 0.2 -1.2 -0.1
H -2.16786 1.63090 0.31043 0.7 1.0 -2.4
H -2.22431 1.76662 -1.59157 0.4 0.1 0.8
```
Forces are in eV/Å.

HOMO-LUMO gap ... 7.43 eV
Total charge ... +1
LUMO level ... -6.2 eV
Energy above the lowest of the compared OMol25 structures with the same formula, charge and spin ... 340.8 kJ/mol
E_HOMO ... -0.50225 Eh

***

2.
Molecular formula: C6H9ClN2
Method: DFT, the ωB97M-V functional and the def2-TZVPD basis

```
18
Properties=species:S:1:pos:R:3:forces:R:3
N 2.84836 -0.35530 0.76467 0.1 1.2 -0.7
N 1.44609 -0.36440 1.05345 0.4 -1.1 -2.1
C 0.46819 0.36599 0.33110 0.8 -2.5 -4.0
Cl 0.94849 2.06961 -0.03040 0.4 0.7 -0.1
C 0.27744 -0.31064 -1.19142 2.7 1.9 3.3
C -0.86882 -0.56720 -1.71302 -0.5 -0.6 -4.1
C -2.08044 -0.34801 -1.04172 -1.7 -0.4 1.0
C -2.10567 0.01227 0.23312 0.6 0.6 0.5
C -0.83115 0.37072 0.99171 -3.4 1.7 2.2
H 3.15485 -0.61628 -0.19275 -1.3 -0.6 0.7
H 3.08873 0.62976 0.72292 0.4 0.4 0.4
H 1.35277 -0.24698 2.00932 -0.1 0.2 2.1
H 1.17453 -0.37827 -1.75159 0.8 -0.2 -0.3
H -0.94693 -0.88440 -2.84229 0.3 0.4 2.4
H -2.93274 -0.64081 -1.60979 -0.9 0.0 0.1
H -2.98908 0.04590 0.87921 0.1 0.1 -0.6
H -1.00091 1.39357 1.46937 0.1 -0.8 -0.9
H -1.00371 -0.17551 1.91810 1.2 -0.9 0.1
```
Forces are in eV/Å.

HOMO-LUMO gap ... 9.57 eV
SMILES string ... NN[C@@]1(Cl)C=CC=CC1
LUMO level ... 0.9 eV
Energy above the lowest of the compared OMol25 structures with the same formula, charge and spin ... 163.9 kJ/mol
E_HOMO ... -0.31867 Eh

***

3.
Molecular formula: C6H9ClN2O
Method: DFT, the ωB97M-V functional and the def2-TZVPD basis

```
19
Properties=species:S:1:pos:R:3:forces:R:3
H 0.83962 -2.71951 -0.09519 -1.7 1.2 0.6
N -0.15247 -2.40694 0.16102 1.2 -3.0 -0.7
C -0.42999 -1.20401 0.13072 1.1 0.8 -0.1
C -1.84925 -0.74371 0.44334 1.0 -0.5 1.5
C -2.03738 0.78555 0.59617 4.1 -1.2 -0.9
C -1.00745 1.40184 -0.47675 0.6 -1.0 1.2
N 0.20185 0.96671 -0.72722 -3.3 2.3 -0.5
C 0.67322 -0.14880 -0.04980 -1.5 -0.6 1.6
Cl 0.81304 0.32730 1.77160 0.5 0.4 0.6
O 1.87288 -0.60666 -0.43401 -0.4 0.5 -0.1
C 2.80223 0.45977 -0.76455 -1.4 0.7 -0.1
H -2.45568 -1.12481 -0.33673 -0.7 -0.2 -1.0
H -2.11824 -1.39803 1.31170 0.0 1.0 -0.4
H -1.72922 1.13225 1.59280 -0.3 0.0 -0.4
H -3.02128 0.98902 0.36220 -1.9 1.0 -0.4
H -1.38149 2.29463 -0.97989 0.4 -0.2 -0.3
H 3.45463 -0.13310 -1.34914 1.0 0.3 -1.1
H 3.34398 0.82330 0.12105 -0.5 -0.1 -0.1
H 2.18101 1.30517 -1.27732 1.8 -1.6 0.7
```
Forces are in eV/Å.

HOMO-LUMO gap ... 9.54 eV
SMILES string ... [H]/N=C1/CCC=N[C@]1(Cl)OC
LUMO level ... 0.2 eV
Energy above the lowest of the compared OMol25 structures with the same formula, charge and spin ... 84.5 kJ/mol
E_HOMO ... -0.34293 Eh

***

4.
Molecular formula: C6H9ClN3O2
Method: DFT, the ωB97M-V functional and the def2-TZVPD basis

```
21
Properties=species:S:1:pos:R:3:forces:R:3
C -0.11497 -1.43465 0.40265 3.9 -4.1 3.1
C -0.35184 0.93450 0.03914 -0.5 -2.4 -0.3
C 2.74912 0.19465 2.09183 -0.7 -2.0 -0.9
C -0.90417 -0.40535 -0.06079 -1.1 4.9 -1.0
C 1.53492 -0.06145 1.23269 0.4 2.1 0.1
C -2.63477 -1.84502 -0.73493 -2.4 1.2 -1.1
N 1.06593 -1.23609 1.04861 -2.1 -1.9 -0.7
N 0.90552 1.02845 0.60567 0.0 3.1 -0.3
N -0.93545 1.99712 -0.50289 -1.8 -0.7 -0.9
O 3.25635 1.27706 2.06192 0.3 0.3 0.6
O -2.07666 -0.51563 -0.62890 0.0 0.3 0.5
Cl 2.07070 0.86105 -2.68073 -0.1 -0.2 0.1
H -0.42023 -2.46079 0.60747 -0.5 0.3 -0.7
H 3.08530 -0.79969 2.59659 -0.1 1.7 -0.4
H 1.96229 2.12630 -2.59352 0.1 0.2 -0.1
H -2.64848 -2.35448 0.21674 -0.6 0.1 0.2
H -2.00897 -2.30651 -1.40079 1.6 -1.7 -1.5
H -3.60115 -1.72300 -1.34778 1.2 -0.2 1.7
H 1.26815 2.02214 0.66642 0.0 -2.0 0.4
H -1.88531 1.91558 -1.05404 2.8 0.3 1.6
H -0.31626 2.78581 -0.56536 -0.6 0.7 -0.4
```
Forces are in eV/Å.

2S+1 ... 3
HOMO-LUMO gap (spin up / spin down) ... 6.50 / 6.48 eV
Total charge ... +1
LUMO level (spin up / spin down) ... -4.0 / -7.4 eV
E_HOMO (spin up / spin down) ... -0.38516 / -0.50848 Eh

***

5.
Molecular formula: C6H9ClN3O4S
Method: DFT, the ωB97M-V functional and the def2-TZVPD basis

```
24
Properties=species:S:1:pos:R:3:forces:R:3
N -1.88615 2.21608 -0.85432 0.1 0.4 -0.4
C -1.78390 1.20437 0.25806 -0.1 -0.9 -0.1
C -0.37059 1.10490 0.73726 0.1 -0.4 -0.2
C 0.35104 0.07101 0.30102 -0.3 0.1 0.2
C 1.77870 -0.20088 0.63054 0.3 -0.1 0.3
C 1.92403 -1.03935 1.91361 0.2 0.0 -0.1
Cl 3.62877 -0.98971 2.43904 -0.2 0.0 0.0
C -0.42607 -0.81749 -0.64064 -1.0 0.5 0.3
N -0.30273 -2.32688 -0.47782 -0.1 1.1 -0.2
O -1.35049 -2.89626 -0.57595 -0.5 -0.9 -0.2
O 0.78570 -2.76681 -0.28853 0.7 -0.5 0.1
N 0.05006 -0.45223 -2.05661 -0.4 -0.4 0.7
O -0.36806 0.61583 -2.44902 0.2 0.5 -0.8
O 0.78451 -1.19435 -2.60892 0.4 -0.3 -0.6
S -2.19903 -0.43606 -0.44826 0.4 0.4 0.4
H -2.85789 2.32651 -1.16916 0.2 0.0 0.1
H -1.31984 1.82815 -1.65731 -0.3 0.2 0.5
H -1.51836 3.13614 -0.58107 -0.1 -0.2 -0.1
H -2.49513 1.46142 1.04427 0.0 0.1 -0.2
H 0.01814 1.84945 1.41049 0.2 0.2 0.1
H 2.28628 0.75038 0.79574 0.0 0.0 -0.1
H 2.27991 -0.73008 -0.18049 0.0 0.1 0.0
H 1.67224 -2.08406 1.73629 0.0 0.2 0.1
H 1.31887 -0.63006 2.72178 0.0 -0.1 0.0
```
Forces are in eV/Å.

HOMO-LUMO gap ... 8.92 eV
Total charge ... +1
SMILES string ... [NH3+][C@@H]1C=C(CCCl)C([N+](=O)[O-])([N+](=O)[O-])S1
LUMO level ... -4.7 eV
Energy above the lowest of the compared OMol25 structures with the same formula, charge and spin ... 0.0 kJ/mol
E_HOMO ... -0.50089 Eh

***

6.
Molecular formula: C6H9ClO6Pd
Method: DFT, the ωB97M-V functional and the def2-TZVPD basis

```
23
Properties=species:S:1:pos:R:3:forces:R:3
Pd 0.00786 -0.32079 -1.23453 0.9 -1.3 -0.8
C 2.23135 2.98696 -0.98393 1.0 -0.4 -0.6
C 1.44965 1.85176 -1.58686 -0.6 -1.2 0.5
O 1.94085 0.79280 -2.03216 1.8 -0.1 0.1
O 0.22161 1.93812 -1.52487 -2.5 1.5 0.4
H 2.61461 3.48663 -1.87362 0.2 0.7 0.2
H 3.08467 2.56830 -0.45039 0.1 0.1 0.0
H 1.64041 3.62053 -0.32251 -0.1 -0.1 -0.4
C 1.56787 -1.83415 2.22400 0.6 -1.5 3.2
C 1.23718 -1.29618 0.94456 -0.1 1.2 -3.3
O 1.33098 -1.99260 -0.07296 0.0 -1.7 -0.6
O 0.89929 -0.09308 0.80453 -0.6 1.4 1.5
H 0.71215 -1.82250 2.89906 -0.1 0.5 0.1
H 2.39610 -1.31159 2.70262 -0.1 0.4 0.0
H 1.85525 -2.88558 2.22267 0.1 0.0 -0.6
C -3.82807 -0.48926 0.64092 -1.7 -1.3 0.2
C -2.68689 -0.55900 -0.28394 4.2 -0.5 -1.5
O -1.83718 -1.50592 -0.12718 -0.8 -0.1 1.1
O -2.39905 0.28015 -1.16481 -2.1 1.2 0.4
H -4.73171 -0.19449 0.10737 0.0 0.8 0.3
H -3.64298 -0.00692 1.60070 0.1 0.5 -0.4
H -4.05260 -1.52159 0.90917 0.1 -0.2 0.2
Cl -0.01133 -1.69161 -3.39786 -0.2 0.2 -0.1
```
Forces are in eV/Å.

2S+1 ... 3
HOMO-LUMO gap (spin up / spin down) ... 6.99 / 7.04 eV
Total charge ... -2
LUMO level (spin up / spin down) ... 5.9 / 5.9 eV
Energy above the lowest of the compared OMol25 structures with the same formula, charge and spin ... 136.7 kJ/mol
E_HOMO (spin up / spin down) ... -0.04170 / -0.04354 Eh

***

7.
Molecular formula: C6H9ClO6Pd
Method: DFT, the ωB97M-V functional and the def2-TZVPD basis

```
23
Properties=species:S:1:pos:R:3:forces:R:3
Pd -0.46952 -0.69290 1.53699 0.0 -0.1 0.1
C 2.94173 -4.93027 -2.55887 1.3 -1.1 -0.1
C 2.21395 -4.16860 -1.45155 0.0 0.5 -0.9
O 1.09889 -4.53932 -1.08611 -1.1 -1.2 0.1
O 2.73056 -3.12630 -1.03866 1.2 1.2 0.4
H 2.94898 -4.50388 -3.56199 -1.0 0.1 0.0
H 2.70422 -5.99407 -2.55377 -0.7 0.0 -0.4
H 4.02378 -4.99406 -2.44398 0.3 0.5 0.8
C 1.66070 4.92779 4.20334 1.3 0.5 0.4
C 1.19490 3.67734 3.47110 2.1 2.4 1.8
O 1.99401 2.77426 3.15380 1.1 -0.8 -0.5
O 0.03806 3.47620 3.29748 -4.0 -0.9 -1.0
H 2.68465 5.17330 3.92162 0.2 -0.3 0.0
H 1.68733 4.75894 5.27985 0.0 -0.5 0.0
H 1.15304 5.89064 4.14615 -0.8 -0.5 -0.7
C -4.41546 0.85003 -3.32493 0.0 0.2 -0.3
C -3.47240 0.50464 -2.20222 0.6 -0.1 0.6
O -3.91758 0.21499 -1.07770 -0.4 -0.1 0.3
O -2.22094 0.52117 -2.35710 -0.4 0.1 -0.5
H -3.89808 1.54531 -3.98600 -0.1 -0.1 -0.2
H -5.33473 1.30360 -2.95437 0.1 0.1 0.2
H -4.72205 -0.03704 -3.87919 0.3 -0.1 0.0
Cl -0.62402 -2.63176 5.46613 0.0 0.1 0.0
```
Forces are in eV/Å.

2S+1 ... 3
HOMO-LUMO gap (spin up / spin down) ... 6.18 / 2.31 eV
Total charge ... -2
LUMO level (spin up / spin down) ... 4.3 / 0.6 eV
Energy above the lowest of the compared OMol25 structures with the same formula, charge and spin ... 750.1 kJ/mol
E_HOMO (spin up / spin down) ... -0.06925 / -0.06249 Eh

***

8.
Molecular formula: C6H9ClS
Method: DFT, the ωB97M-V functional and the def2-TZVPD basis

```
17
Properties=species:S:1:pos:R:3:forces:R:3
C -2.48565 -0.78693 -0.02008 5.4 -2.9 -0.9
C -3.40323 -0.04936 0.11150 -3.0 1.8 0.3
C 1.88747 -0.96398 -0.03528 2.1 0.7 1.8
C 0.45683 0.69630 -1.27639 -1.5 0.4 1.6
C 0.19844 0.57997 1.27208 -1.2 -0.9 -2.1
C 0.59247 -0.24324 -0.03763 -2.5 0.8 -1.1
S -0.43347 -1.78712 -0.35111 -4.0 2.8 1.1
Cl -4.83136 0.86474 0.25052 1.4 -0.8 -0.1
H 2.72074 -0.20391 -0.14067 -0.7 -1.0 -0.3
H 1.99026 -1.32164 1.01701 0.3 -0.5 -0.9
H 1.94885 -1.77508 -0.79313 0.2 0.5 0.5
H -0.61611 1.04513 -1.20277 1.0 -0.3 -0.6
H 0.61719 0.12170 -2.19142 0.2 0.5 0.0
H 1.06759 1.62725 -1.11760 -0.2 -1.1 -0.5
H 0.69096 1.55188 1.00965 -0.5 -0.6 1.3
H -0.97576 0.67675 1.42673 2.6 0.0 -0.7
H 0.57477 -0.03245 2.07858 0.3 0.6 0.7
```
Forces are in eV/Å.

HOMO-LUMO gap ... 8.60 eV
LUMO level ... -0.8 eV
Energy above the lowest of the compared OMol25 structures with the same formula, charge and spin ... 437.6 kJ/mol
E_HOMO ... -0.34590 Eh

***

| no. | E (eV) |
| --- | --- |
| 1 | -20368.711 |
| 2 | -21867.741 |
| 3 | -23916.175 |
| 4 | -27445.094 |
| 5 | -42372.710 |
| 6 | -34656.112 |
| 7 | -34649.755 |
| 8 | -29720.602 |